# 1
The following is a DFT calculation (the ωB97M-V functional and the def2-TZVPD basis) of the molecule C5H8O.

Element x y z (Å)
C 1.64307 0.35770 -0.24010
C 0.32542 0.17141 0.50331
C -0.42381 -1.16789 0.32776
C -1.78273 -0.18242 -0.17550
O -2.95566 -0.25382 -0.43110
C -0.81674 0.88733 -0.16201
H 1.53428 0.08373 -1.29956
H 1.96129 1.40831 -0.21430
H 2.43402 -0.25749 0.19410
H 0.43674 0.44382 1.55674
H -0.82399 -1.58857 1.24014
H 0.20527 -1.94675 -0.15415
H -1.03931 1.96244 -0.00115
H -0.69785 0.08218 -1.14417

Atoms 1-2, force components in eV/Å:
C 0.08 -0.14 0.09
C 0.04 -0.13 0.18

Summary:
E_LUMO ... 0.9 eV
ΔE to the lowest compared entry with this formula, charge and spin ... 76.3 kcal/mol
HOMO energy ... -9.26 eV
SMILES ... CC1CC(=O)C1

***

# 2
The following is a DFT calculation (the ωB97M-V functional and the def2-TZVPD basis) of a cluster of 2 separate species, C4H11NO2 in total.

Element x y z (Å)
O -2.54170 0.27571 0.41344
C -2.08846 -0.63058 -0.39165
C -0.44706 -0.60215 -0.42490
C 0.12640 -0.29107 0.99881
C 1.64426 -0.49472 0.94695
N 0.08286 0.27106 -1.37255
H -2.48672 -0.58091 -1.40811
H -0.04262 -1.61252 -0.62988
H -0.44758 -0.80141 1.76810
H -0.08011 0.77163 1.16217
H 1.93971 0.30629 0.27918
H 2.19120 -0.33328 1.87356
H 1.90078 -1.48930 0.58490
H 0.17177 1.30292 -1.02381
H 0.82462 0.01659 -2.01229
H -2.24429 -1.67920 -0.03943
H 0.56184 3.22679 -0.44906
O 0.93512 2.34415 -0.27545

Atoms 1-2, force components in eV/Å:
O 0.66 -0.97 -0.91
C -3.58 1.13 0.99

Summary:
E_LUMO ... -3.8 eV
ΔE to the lowest compared entry with this formula, charge and spin ... 172.3 kcal/mol
HOMO energy ... -8.77 eV

***

# 3
The following is a DFT calculation (the ωB97M-V functional and the def2-TZVPD basis) of a structure of composition C14H26IN3OPt.

Element x y z (Å)
Pt 0.33405 -0.38264 -0.61672
C -2.21065 -1.83269 0.67246
N -1.59233 -1.43331 -0.60883
C -1.33998 -2.65399 -1.41887
C -2.54874 -0.56231 -1.34420
C -1.82553 0.25952 -2.38404
N -0.73391 1.03390 -1.72250
C -1.30359 2.00522 -0.74104
C -0.00868 1.81570 -2.75100
H -3.17078 -2.32000 0.48704
H -2.36194 -0.95563 1.29700
H -1.56370 -2.53467 1.19330
H -2.26844 -3.22015 -1.52994
H -0.60702 -3.28442 -0.92238
H -0.96224 -2.38967 -2.40357
H -3.03705 0.09008 -0.62373
H -3.33469 -1.16586 -1.80524
H -2.52023 0.94877 -2.87233
H -1.36924 -0.35989 -3.15511
H -2.09343 2.58852 -1.22027
H -0.51124 2.67447 -0.41501
H -1.69716 1.49345 0.13175
H -0.70498 2.48873 -3.25556
H 0.42654 1.14203 -3.48724
H 0.76827 2.41109 -2.28042
I 1.44816 -2.07048 1.02750
C 0.64906 -1.03123 2.74804
C 0.86905 -1.54462 4.00743
C 0.33598 -0.81151 5.06136
C -0.35967 0.35637 4.79216
C -0.50735 0.75672 3.47437
N -0.00425 0.06151 2.44558
H 1.42142 -2.45835 4.17333
H 0.46997 -1.15585 6.07804
H -0.78177 0.95120 5.58957
H -1.04432 1.66407 3.22644
C 4.27858 0.22387 -1.86710
O 2.91326 -0.21535 -1.57214
C 2.09987 0.47821 -0.86745
C 2.55639 1.76768 -0.30266
H 4.24871 1.11540 -2.48858
H 4.72771 -0.59978 -2.40852
H 4.81404 0.41034 -0.93965
H 3.33372 1.54511 0.44006
H 1.74871 2.28319 0.20783
H 3.01944 2.41728 -1.04915

Atoms 1-2, force components in eV/Å:
Pt 0.01 0.34 -0.11
C 0.06 0.01 0.12

Summary:
E_LUMO ... -6.4 eV
HOMO energy ... -15.50 eV
Net charge ... +2